[1]
Formula: C3H6N2O
Source: the OMol25 dataset
Level of theory: wB97M-V/def2-TZVPD

Last columns: bonded neighbours and bond lengths (Å).
Cartesian coordinates (Å):
1 H -0.5377 -0.4010 2.2182  N2 1.022
2 N -0.6563 0.3021 1.4857  H1 1.022, C3 1.255
3 C -0.1656 -0.1121 0.4074  N2 1.255, C4 1.519, C6 1.502
4 C -0.1865 0.3882 -1.0268  C3 1.519, O5 1.465, H9 1.084, H10 1.093
5 O 0.5247 -0.8326 -1.4146  C4 1.465, C6 1.374
6 C 0.5017 -1.3423 -0.1389  C3 1.502, O5 1.374, N7 1.253
7 N 0.8927 -2.4343 0.3361  C6 1.253, H8 1.021
8 H 1.3292 -3.0132 -0.3822  N7 1.021
9 H -1.1867 0.4134 -1.4429  C4 1.084
10 H 0.3784 1.2838 -1.2995  C4 1.093
11 H -0.4901 2.5877 0.8635  H12 0.746
12 H -0.4038 3.1603 0.3941  H11 0.746

Values from the calculation:
**Energy relative to the best compared isomer or geometry (same formula, charge and spin)**: 73.6 kcal per mole
**F_max**: 0.623 eV/Å
**Lowest unoccupied orbital energy**: 0.0081 hartree
**E**: -8233.5080 eV
**SMILES**: [H]/N=C1/CO/C1=N\[H].[H][H]

=====

[2]
Formula: C3H6N2O
Source: the OMol25 dataset
Level of theory: wB97M-V/def2-TZVPD

Last columns: bonded neighbours and bond lengths (Å).
Cartesian coordinates (Å):
1 C -1.8490 0.2745 -0.5409  N2 1.441, H7 1.096, H8 1.094, H9 1.098
2 N -0.4683 0.0702 -0.1845  C1 1.441, C3 1.358, H12 1.011
3 C 0.4776 -0.4209 -1.0264  N2 1.358, N4 1.280, H10 1.099
4 N 1.6827 -0.6453 -0.6585  C3 1.280, H11 1.016
5 C 1.8350 0.4456 2.0339  O6 1.135
6 O 2.9509 0.4028 2.2391  C5 1.135
7 H -2.1746 1.2951 -0.3093  C1 1.096
8 H -1.9635 0.1248 -1.6187  C1 1.094
9 H -2.5213 -0.4257 -0.0285  C1 1.098
10 H 0.0942 -0.5909 -2.0417  C3 1.099
11 H 2.2266 -0.9940 -1.4424  N4 1.016
12 H -0.1646 0.2458 0.7641  N2 1.011

Values from the calculation:
**Energy relative to the best compared isomer or geometry (same formula, charge and spin)**: 31.3 kcal per mole
**F_max**: 1.470 eV/Å
**Lowest unoccupied orbital energy**: 0.0360 hartree
**E**: -8235.3425 eV

=====

[3]
Formula: C3H6N2O
Source: the OMol25 dataset
Level of theory: wB97M-V/def2-TZVPD

Last columns: bonded neighbours and bond lengths (Å).
Cartesian coordinates (Å):
1 N -1.8489 0.4077 1.2197  C2 1.376, H7 1.009, H8 1.009
2 C -0.7196 -0.0758 0.5987  N1 1.376, O3 1.251, N4 1.357
3 O -0.1811 -1.1294 1.0049  C2 1.251
4 N -0.3289 0.6386 -0.4863  C2 1.357, C5 1.465
5 C 1.1032 0.5486 -0.7819  N4 1.465, C6 1.446, H9 1.093, H10 1.095
6 C 1.0302 -0.8845 -0.9562  C5 1.446, H11 1.085, H12 1.086
7 H -2.0827 1.3806 1.0908  N1 1.009
8 H -2.0565 0.0053 2.1211  N1 1.009
9 H 1.2971 1.1148 -1.6967  C5 1.093
10 H 1.7761 0.8721 0.0191  C5 1.095
11 H 0.4569 -1.2693 -1.7938  C6 1.085
12 H 1.5542 -1.6085 -0.3393  C6 1.086

Values from the calculation:
**Energy relative to the best compared isomer or geometry (same formula, charge and spin)**: 77.1 kcal per mole
**F_max**: 0.487 eV/Å
**Lowest unoccupied orbital energy (alpha / beta)**: -0.0181 / -0.0181 hartree
**E**: -8233.3552 eV

=====

[4]
Formula: C3H6N2O
Source: the OMol25 dataset
Level of theory: wB97M-V/def2-TZVPD

Last columns: bonded neighbours and bond lengths (Å).
Cartesian coordinates (Å):
1 O 2.5320 -0.2692 -0.1111  C2 1.211
2 C 1.3304 -0.1297 -0.1636  O1 1.211, N3 1.396, N6 1.391
3 N 0.6252 1.0718 -0.0795  C2 1.396, C4 1.456, H7 1.010
4 C -0.8068 0.8093 -0.1193  N3 1.456, C5 1.531, H8 1.099, H9 1.094
5 C -0.8148 -0.6342 0.3910  C4 1.531, N6 1.455, H10 1.101, H11 1.090
6 N 0.3777 -1.1378 -0.2729  C2 1.391, C5 1.455, H12 1.009
7 H 1.0175 1.8383 -0.6067  N3 1.010
8 H -1.2277 0.8610 -1.1331  C4 1.099
9 H -1.3614 1.4887 0.5344  C4 1.094
10 H -0.6689 -0.6302 1.4818  C5 1.101
11 H -1.7155 -1.1998 0.1508  C5 1.090
12 H 0.7123 -2.0682 -0.0719  N6 1.009

Values from the calculation:
**Energy relative to the best compared isomer or geometry (same formula, charge and spin)**: 2.9 kcal per mole
**F_max**: 0.485 eV/Å
**Lowest unoccupied orbital energy**: 0.0339 hartree
**E**: -8236.5715 eV
**SMILES**: O=C1NCCN1